{
  "formula": "C22H37N4O4P",
  "method": "ωB97M-V/def2-TZVPD",
  "symbols": ["C", "C", "C", "C", "C", "O", "N", "P", "O", "N", "C", "C", "C", "O", "C", "C", "C", "N", "C", "C", "C", "O", "C", "C", "C", "C", "C", "N", "C", "C", "C", "H", "H", "H", "H", "H", "H", "H", "H", "H", "H", "H", "H", "H", "H", "H", "H", "H", "H", "H", "H", "H", "H", "H", "H", "H", "H", "H", "H", "H", "H", "H", "H", "H", "H", "H", "H", "H"],
  "coordinates": [[-4.336, -2.767, -1.302], [-3.591, -1.679, -0.612], [-2.245, -1.486, -0.513], [-2.032, -0.278, 0.209], [-0.763, 0.349, 0.547], [-0.639, 1.409, 1.135], [0.369, -0.297, 0.122], [1.834, 0.284, 0.804], [1.913, 0.246, 2.259], [2.185, 1.774, 0.167], [2.181, 2.970, 0.981], [1.059, 3.928, 0.564], [1.177, 5.267, 1.278], [1.116, 4.179, -0.835], [0.991, 2.991, -1.587], [0.982, 3.369, -3.062], [2.152, 2.043, -1.250], [2.944, -0.722, 0.031], [2.727, -1.553, -1.128], [2.481, -3.013, -0.710], [2.346, -3.937, -1.912], [3.556, -3.478, 0.077], [3.758, -2.687, 1.239], [4.917, -3.293, 2.015], [4.024, -1.229, 0.849], [-3.286, 0.224, 0.522], [-3.632, 1.483, 1.227], [-4.219, -0.640, 0.036], [-5.630, -0.467, 0.118], [-6.287, -0.250, 1.450], [-6.481, -1.545, 0.727], [-4.730, -3.496, -0.595], [-3.665, -3.286, -1.982], [-5.171, -2.364, -1.873], [-1.500, -2.141, -0.924], [0.292, -1.239, -0.226], [2.049, 2.664, 2.018], [3.149, 3.476, 0.862], [0.097, 3.453, 0.801], [0.380, 5.928, 0.950], [1.104, 5.119, 2.351], [2.131, 5.731, 1.040], [0.045, 2.490, -1.316], [0.856, 2.483, -3.678], [1.917, 3.859, -3.320], [0.167, 4.061, -3.256], [2.049, 1.103, -1.791], [3.094, 2.526, -1.541], [1.889, -1.176, -1.717], [3.633, -1.521, -1.750], [1.557, -3.051, -0.097], [1.503, -3.635, -2.530], [3.256, -3.900, -2.504], [2.197, -4.958, -1.575], [2.837, -2.708, 1.849], [4.699, -4.331, 2.250], [5.074, -2.740, 2.935], [5.821, -3.257, 1.412], [4.097, -0.610, 1.741], [4.962, -1.169, 0.283], [-3.878, 1.296, 2.271], [-2.766, 2.139, 1.207], [-4.481, 1.974, 0.755], [-6.047, 0.069, -0.732], [-5.662, -0.265, 2.328], [-7.105, 0.450, 1.505], [-5.983, -2.412, 1.130], [-7.436, -1.758, 0.274]],
  "atomic_forces_ev_per_a": [[-0.03, 0.04, 0.12], [0.32, -0.39, -0.27], [-0.21, 0.03, 0.01], [-0.65, 0.01, 0.06], [-0.35, 0.16, -0.18], [-0.25, 0.13, 0.26], [0.80, 0.15, 0.12], [0.77, -0.12, -1.56], [0.08, 0.01, 0.62], [-0.35, -0.44, 0.50], [-0.39, 0.30, 0.11], [0.05, 0.07, 0.51], [-0.04, -0.39, -0.34], [0.09, 0.15, -0.08], [0.06, -0.37, -0.39], [-0.02, -0.04, 0.52], [-0.20, 0.15, -0.11], [-0.68, 0.19, 0.26], [-0.16, -0.40, 0.05], [-0.20, 0.12, -0.48], [0.07, 0.21, 0.46], [0.06, -0.09, -0.09], [0.26, 0.27, 0.39], [-0.40, 0.11, -0.30], [0.15, -0.27, 0.28], [0.59, 0.26, 0.11], [-0.01, 0.11, 0.01], [0.25, -0.10, 0.19], [-0.42, 0.18, -0.14], [0.00, 0.02, 0.02], [-0.02, -0.05, 0.00], [-0.08, -0.07, -0.02], [0.00, -0.03, -0.04], [-0.06, -0.07, -0.09], [0.09, -0.18, -0.13], [0.04, 0.02, 0.10], [0.06, 0.13, 0.04], [-0.03, 0.03, 0.06], [0.20, 0.11, -0.07], [-0.08, 0.09, 0.01], [-0.01, 0.03, 0.16], [0.13, 0.09, 0.01], [0.14, 0.05, -0.03], [-0.02, -0.09, -0.11], [0.13, 0.05, -0.08], [-0.08, 0.05, -0.07], [0.03, 0.04, -0.15], [-0.03, -0.05, -0.11], [0.04, -0.04, -0.09], [-0.11, -0.04, -0.06], [0.11, 0.01, -0.08], [-0.10, 0.01, -0.10], [0.10, 0.00, -0.11], [-0.04, -0.11, -0.01], [0.12, 0.02, -0.08], [0.01, -0.10, 0.07], [0.05, 0.04, 0.13], [0.15, 0.01, -0.04], [0.15, -0.10, 0.05], [0.02, -0.03, 0.05], [-0.05, 0.04, 0.08], [-0.08, 0.01, 0.01], [-0.07, 0.05, 0.02], [-0.05, -0.06, 0.13], [0.12, -0.03, 0.02], [-0.05, 0.05, -0.08], [0.13, -0.03, 0.02], [-0.05, 0.05, -0.08]],
  "smiles": "Cc1cc(C(=O)NP(=O)(N2C[C@@H](C)O[C@@H](C)C2)N2C[C@@H](C)O[C@@H](C)C2)c(C)n1C1CC1",
  "spin_multiplicity": 1,
  "total_energy_ha": -1721.93189,
  "lumo_energy_ev": 0.6
}